[1]
The following is a quantum chemistry calculation of C15H29ClGeIrN3O7 as an isolated structure at a distorted geometry, from the Open Molecules 2025 dataset.

Structure (XYZ):
```
57
Properties=species:S:1:pos:R:3
Ir 0.14 0.24 0.83
N -1.90 1.10 -2.40
C -2.74 -0.05 -1.98
C -2.87 -0.22 -0.46
N -1.67 -0.60 0.35
C -1.38 -2.04 0.06
C -0.24 -2.08 -0.86
N 0.84 -1.34 -0.17
H -1.49 1.01 -3.33
H -0.20 1.89 -0.62
H -3.74 0.15 -2.37
H -2.36 -0.96 -2.46
H -3.29 0.70 -0.04
H -3.60 -1.02 -0.32
H -2.00 -0.51 1.30
H -1.10 -2.58 0.97
H -2.28 -2.52 -0.34
H 0.10 -3.10 -1.04
H -0.47 -1.64 -1.83
H 1.30 -1.92 0.54
H 1.60 -1.04 -0.80
O 4.39 2.48 1.63
C 3.25 3.09 1.17
C 2.86 4.29 1.88
C 1.54 4.95 1.89
C 0.75 4.10 1.26
C 1.56 2.86 -0.74
C 2.71 2.39 0.08
C 2.83 0.83 -0.06
O 3.18 0.34 -1.11
O 2.33 0.21 1.00
H 4.77 2.96 2.37
H 3.58 4.66 2.61
H 1.29 5.85 2.43
H -0.73 2.32 2.19
H 0.85 2.21 0.87
C -1.66 1.12 4.61
Ge 0.08 0.36 4.11
C 0.42 -0.96 5.53
C 1.62 1.57 4.10
C 0.06 -0.86 2.55
H -1.63 1.36 5.66
H -2.45 0.38 4.44
H -1.93 2.03 4.06
H 0.53 -0.44 6.48
H 1.33 -1.52 5.33
H -0.41 -1.65 5.61
H 1.95 1.72 5.12
H 1.38 2.55 3.67
H 2.42 1.13 3.51
H -0.79 -1.55 2.66
H 0.99 -1.42 2.64
O -1.05 2.33 1.16
Cl 0.10 3.02 0.19
O -2.54 2.28 -2.31
O -0.69 3.89 -0.73
O 1.84 3.09 -1.87
```

Properties
HOMO (alpha / beta) (eV): -9.47 / -9.36
HOMO-LUMO gap (alpha / beta) (eV): 3.6 / 3.4
Multiplicity: 2
Net charge: +1
LUMO energy (alpha / beta) (eV): -5.84 / -5.93

---

[2]
The following is a quantum chemistry calculation of C15H29IrN5O as an isolated structure, from the Open Molecules 2025 dataset.

Structure (XYZ):
```
51
Properties=species:S:1:pos:R:3
Ir -0.19 -0.53 -0.24
C -2.96 -1.25 -2.05
C -3.06 -1.92 -0.69
N -1.87 -1.69 0.23
C -2.27 -1.46 1.65
C -0.99 -1.48 2.47
N -0.03 -0.48 1.89
C -0.28 0.88 2.48
C 0.45 1.94 1.68
C -0.25 2.34 0.38
N -1.11 1.26 -0.23
C -1.52 1.68 -1.63
C -0.68 0.95 -2.65
N -0.54 -0.50 -2.29
C -1.64 -1.39 -2.79
H -3.28 -0.21 -2.00
H -3.72 -1.72 -2.67
H -3.15 -3.00 -0.82
H -3.95 -1.58 -0.18
H -1.42 -2.61 0.25
H -2.96 -2.23 1.99
H -2.79 -0.51 1.71
H -0.53 -2.47 2.42
H -1.19 -1.26 3.52
H 0.90 -0.75 2.21
H 0.06 0.87 3.52
H -1.35 1.05 2.51
H 1.47 1.60 1.49
H 0.56 2.84 2.29
H 0.47 2.63 -0.38
H -0.92 3.19 0.55
H -1.97 1.22 0.32
H -1.38 2.75 -1.72
H -2.58 1.48 -1.74
H 0.33 1.36 -2.67
H -1.11 1.06 -3.65
H 0.31 -0.81 -2.76
H -1.27 -2.42 -2.72
H -1.78 -1.18 -3.85
O 1.69 -0.12 -0.91
N 2.84 0.05 -0.21
C 3.33 -0.95 0.55
C 4.54 -0.80 1.19
C 5.26 0.38 1.02
C 4.75 1.38 0.20
C 3.53 1.19 -0.42
H 2.75 -1.86 0.56
H 4.92 -1.61 1.79
H 6.22 0.51 1.50
H 5.29 2.30 0.02
H 3.07 1.90 -1.09
```

Properties
HOMO (eV): -19.66
HOMO-LUMO gap (eV): 8.7
Net charge: +3
LUMO energy (eV): -11.00

---

[3]
The following is a quantum chemistry calculation of C15H29N4O5V as an isolated structure at a distorted geometry, from the Open Molecules 2025 dataset.

Structure (XYZ):
```
54
Properties=species:S:1:pos:R:3
V 11.78 -14.01 17.66
C 10.71 -16.06 14.20
C 11.22 -15.39 15.49
O 12.14 -14.56 15.55
O 10.59 -15.71 16.55
H 11.35 -15.74 13.37
H 9.76 -15.57 13.99
H 10.68 -17.14 14.27
C 10.85 -11.18 15.93
O 10.79 -12.29 16.57
N 10.64 -11.04 14.59
C 11.20 -9.83 13.97
C 10.25 -12.19 13.68
H 11.12 -10.25 16.45
H 12.15 -10.06 13.48
H 11.34 -8.97 14.62
H 10.48 -9.46 13.24
H 9.60 -11.74 12.93
H 11.22 -12.60 13.39
H 9.74 -12.96 14.27
C 15.45 -14.78 13.25
O 16.30 -14.00 12.88
N 15.23 -16.00 12.85
C 14.33 -16.89 13.58
C 16.08 -16.61 11.80
H 14.81 -14.56 14.11
H 14.79 -17.74 14.09
H 13.63 -17.16 12.79
H 13.57 -16.51 14.27
H 16.84 -15.96 11.38
H 16.52 -17.54 12.16
H 15.38 -16.87 11.00
C 6.08 -19.39 15.88
C 6.89 -18.40 16.76
O 6.35 -17.40 17.21
C 8.39 -18.59 16.87
H 5.00 -19.47 15.98
H 6.41 -20.42 15.80
H 6.18 -19.04 14.86
H 8.77 -18.02 17.72
H 8.70 -18.36 15.85
H 8.66 -19.63 17.02
C 7.36 -13.79 16.23
C 7.21 -12.72 17.15
N 7.16 -11.87 17.96
H 7.51 -14.70 16.81
H 8.35 -13.75 15.77
H 6.47 -13.83 15.61
C 9.27 -16.67 10.38
C 8.70 -17.84 9.71
N 8.31 -18.74 9.13
H 9.73 -16.16 9.53
H 10.05 -17.06 11.04
H 8.54 -16.04 10.87
```

Properties
HOMO (alpha / beta) (eV): -11.66 / -11.66
HOMO-LUMO gap (alpha / beta) (eV): 6.4 / 6.4
Multiplicity: 4
Net charge: +1
LUMO energy (alpha / beta) (eV): -5.26 / -5.28

---

[4]
The following is a quantum chemistry calculation of C15H30BCl2F4N3S5SeW as an isolated structure at a distorted geometry, from the Open Molecules 2025 dataset.

Structure (XYZ):
```
62
Properties=species:S:1:pos:R:3
W -0.42 -0.43 -0.87
C -1.28 1.39 -3.75
C -2.05 2.04 -2.60
S -2.64 0.76 -1.41
C -2.74 1.47 0.28
C -3.11 0.31 1.20
S -1.84 -1.05 1.15
C -2.83 -2.58 0.80
C -2.25 -3.40 -0.34
S -2.11 -2.17 -1.68
C -1.64 -2.74 -3.36
C -1.67 -1.44 -4.14
S -0.46 -0.22 -3.44
H -0.45 2.05 -4.04
H -1.91 1.23 -4.62
H -2.93 2.54 -2.99
H -1.44 2.75 -2.05
H -3.52 2.23 0.31
H -1.77 1.91 0.55
H -4.07 -0.13 0.92
H -3.14 0.64 2.24
H -3.85 -2.26 0.59
H -2.81 -3.15 1.73
H -2.95 -4.19 -0.65
H -1.28 -3.83 -0.13
H -2.41 -3.43 -3.72
H -0.66 -3.22 -3.35
H -2.66 -0.99 -4.11
H -1.37 -1.60 -5.18
Se 1.65 -1.77 -1.21
C 0.96 -3.42 -1.36
N 0.47 -4.46 -1.45
F 2.67 2.06 -0.84
B 1.76 1.95 -1.80
F 0.34 1.69 -0.99
F 1.49 3.01 -2.56
F 1.80 0.75 -2.45
Cl -1.50 -3.87 3.61
C 0.00 -4.20 2.72
Cl 0.41 -2.85 1.65
H -0.13 -5.10 2.12
H 0.81 -4.31 3.44
C 3.52 -0.49 1.95
N 3.16 0.89 2.22
C 4.02 1.55 3.19
C 2.01 1.40 1.80
S 0.72 0.25 1.45
N 1.77 2.71 1.78
C 2.80 3.71 1.57
C 0.43 3.26 1.82
H 4.60 -0.58 1.98
H 3.19 -0.79 0.96
H 3.08 -1.16 2.68
H 4.25 0.84 3.98
H 3.54 2.41 3.63
H 4.97 1.85 2.73
H 3.73 3.25 1.27
H 2.94 4.33 2.46
H 2.48 4.36 0.76
H -0.27 2.50 2.18
H 0.13 3.63 0.85
H 0.43 4.09 2.52
```

Properties
HOMO (alpha / beta) (eV): -13.84 / -14.07
HOMO-LUMO gap (alpha / beta) (eV): 6.7 / 7.0
Multiplicity: 3
Net charge: +2
LUMO energy (alpha / beta) (eV): -7.13 / -7.11

---

Respective relative energy (zero: lowest compared OMol25 entry of this formula, charge and spin) values: 1815.3 31.4 0.0 175.8 kJ/mol.